Run P
A 2-piece molecular cluster, C11H15NOS overall, computed with the ωB97M-V functional and the def2-TZVPD basis.

ORCA input file:
```
! RIJCOSX wB97M-V def2-TZVPD def2/J DEFGRID3
* xyz 0 1
C 1.23668 -1.79951 4.48495
C 0.64349 -0.60586 4.80162
C 1.88513 -1.95151 3.25380
C 0.74450 0.43027 3.89584
C 2.25681 -0.82144 2.54564
C 1.56262 0.36546 2.81715
C -1.38916 -0.04767 -1.71349
C -0.44720 0.22771 -0.55983
C -0.82551 0.55860 -2.96253
C 0.09610 0.00995 -3.75064
C -1.21995 2.03327 -3.06466
N -0.98549 -0.32888 0.70326
O -1.17956 -2.02537 2.43467
S -0.42780 -1.62581 1.30060
H 1.07092 -2.59362 5.16855
H 0.06089 -0.33278 5.70682
H 2.38130 -2.93218 2.99792
H 0.24263 1.24948 4.21022
H 2.93562 -0.90799 1.84747
H -1.39243 -1.06660 -1.69151
H -2.34254 0.31001 -1.70871
H 0.58312 -0.06435 -0.67407
H -0.43173 1.25504 -0.50459
H 1.68982 1.33818 2.29134
H 0.37261 0.49252 -4.64948
H 0.53310 -0.89002 -3.51353
H -0.86515 2.52537 -2.19893
H -2.30499 2.25198 -2.88274
H -0.64448 2.51711 -3.97641
*
```

As for the HOMO energy: -9.1 eV. The calculation puts the gap between HOMO and LUMO at 0.3376 Ha.

Run Q
A 2-piece molecular cluster, C11H15NOS overall, computed with the ωB97M-V functional and the def2-TZVPD basis.

ORCA input file:
```
! RIJCOSX wB97M-V def2-TZVPD def2/J DEFGRID3
* xyz 0 1
C -0.55970 3.13569 2.87179
C 0.74626 2.73281 2.71344
C -1.50661 2.50631 2.12492
C 1.13260 1.76324 1.85850
C -1.14323 1.45889 1.31280
C 0.13712 1.12021 1.14748
C -0.18003 -3.19235 -0.33294
C 0.69388 -3.45545 0.44579
C -0.85455 -2.56344 -2.73832
C 0.72561 1.06518 -2.01066
C -1.25679 -2.93139 -1.22252
N 0.26613 -0.09897 -1.36134
O 2.12837 -0.33150 0.59736
S 0.47927 -0.25834 0.13581
H -0.81852 3.97710 3.46479
H 1.55253 3.27793 3.12522
H -2.54808 2.89671 2.16868
H 2.19256 1.51490 1.63760
H -1.99023 0.94795 0.69526
H 2.54720 -0.98966 -0.13287
H 1.37833 -3.64475 1.15843
H -0.85259 -3.36324 -3.37717
H -1.41330 -1.71529 -3.12986
H 0.13065 -2.04825 -2.57920
H 0.23918 1.04806 -2.99889
H 1.80441 0.93981 -2.19730
H 0.57759 2.03327 -1.47362
H -1.94807 -3.80381 -1.24879
H -1.65996 -2.02166 -0.65439
*
```

As for the HOMO energy: -8.8 eV. The calculation puts the gap between HOMO and LUMO at 0.3483 Ha.

How far above the most stable structure does each one sit? In kcal/mol: run P 0.0; run Q 35.4.

Run P
C2H4N2O3 as an isolated structure, computed with the ωB97M-V functional and the def2-TZVPD basis.

ORCA input file:
```
! RIJCOSX wB97M-V def2-TZVPD def2/J DEFGRID3
* xyz 0 1
C 1.06202 0.35243 -0.09410
C -2.24097 -0.37574 -0.17241
H 2.33045 -1.38768 0.20787
H 3.08527 0.04309 0.13186
H -1.38662 1.33449 0.80865
H -1.93251 -1.59674 -0.52048
N 2.13411 -0.62678 -0.44723
N -1.14402 0.56970 0.04888
O 1.28507 1.53932 -0.22335
O 0.04764 -0.23931 0.55033
O -3.24044 0.38722 -0.29002
*
```

As for the HOMO energy: -10.8 eV. The calculation puts the gap between HOMO and LUMO at 0.4074 Ha.

Run Q
C2H4N2O3 as an isolated structure, computed with the ωB97M-V functional and the def2-TZVPD basis.

ORCA input file:
```
! RIJCOSX wB97M-V def2-TZVPD def2/J DEFGRID3
* xyz 0 1
C -0.34102 -0.46465 0.33946
C 0.73864 1.59142 0.49445
H -1.31910 -3.21485 -0.29538
H 0.05925 -0.44669 -1.68443
H 1.82035 1.97766 0.56208
H 0.11238 2.74572 0.75309
N -0.71804 -1.51561 0.77637
N -0.31807 0.14899 -0.93326
O -0.70597 -2.43996 -0.46804
O 0.72064 1.07494 -0.88347
O -0.04906 0.54305 1.33913
*
```

As for the HOMO energy: -9.7 eV. The calculation puts the gap between HOMO and LUMO at 0.3806 Ha.

Run R
A 2-piece molecular cluster, C2H4N2O3 overall, computed with the ωB97M-V functional and the def2-TZVPD basis.

ORCA input file:
```
! RIJCOSX wB97M-V def2-TZVPD def2/J DEFGRID3
* xyz 0 1
C -0.75985 1.37829 -0.91029
N -0.16750 0.30309 -0.14800
C -0.64259 -0.29697 0.82858
O 0.61650 -1.94970 0.92908
N 1.38541 -1.57148 -0.51908
O 2.32020 -0.92031 -0.44522
O -1.13256 -0.36722 1.89478
H 1.08046 -1.58223 1.70624
H -1.21941 2.12372 -0.25568
H 0.02942 1.88068 -1.47045
H -1.51009 1.00212 -1.60997
*
```

As for the HOMO energy: -9.8 eV. The calculation puts the gap between HOMO and LUMO at 0.3331 Ha.

How far above the most stable structure does each one sit? In kcal/mol: run P 3.2; run Q 41.6; run R 0.0.

Run P
An isolated ion of composition NO5S and charge -1, computed with the ωB97M-V functional and the def2-TZVPD basis.

ORCA input file:
```
! RIJCOSX wB97M-V def2-TZVPD def2/J DEFGRID3
* xyz -1 1
N -1.01574 -0.02893 -0.05841
O -1.52229 1.08442 -0.15144
O 1.16830 -1.33056 -0.35684
O -1.54913 -1.05922 0.24764
O 1.10866 0.97852 -1.05756
O 0.97976 0.35786 1.38106
S 0.83043 -0.00211 -0.00445
*
```

As for the HOMO energy: -6.0 eV. The calculation puts the gap between HOMO and LUMO at 0.3743 Ha.

Run Q
An isolated ion of composition NO5S and charge -1, computed with the ωB97M-V functional and the def2-TZVPD basis.

ORCA input file:
```
! RIJCOSX wB97M-V def2-TZVPD def2/J DEFGRID3
* xyz -1 1
N 0.77938 0.65561 -0.00696
O 0.49528 1.59740 0.66872
O -1.66576 0.39121 -0.04031
O 1.83723 0.39439 -0.48367
O -0.47708 -1.28602 -1.29528
O -0.34376 -1.19749 1.20413
S -0.62531 -0.55509 -0.04663
*
```

As for the HOMO energy: -5.9 eV. The calculation puts the gap between HOMO and LUMO at 0.3731 Ha.

How far above the most stable structure does each one sit? In kcal/mol: run P 0.0; run Q 1.7.